{
  "formula": "C4H6O2S",
  "method": "ωB97M-V with the def2-TZVPD basis set",
  "homo_energy_ev": -7.70,
  "orbital_gap_ev": 8.17,
  "mol_weight_g_mol": 118.16,
  "de_lowest_kj_mol": 660.0,
  "species": ["C", "C", "C", "C", "O", "O", "S", "H", "H", "H", "H", "H", "H"],
  "coordinates": [[0.18767, -1.32308, -0.37108], [-0.21814, 0.09899, -0.56788], [0.41593, 0.66250, 2.67291], [0.57381, 1.12474, -0.22754], [-0.38984, -0.54379, 3.04057], [0.57281, -1.69494, 0.98325], [0.98327, -0.91681, 2.34688], [-0.62260, -2.03861, -0.69181], [1.17536, -1.50008, -1.02197], [-1.23575, 0.18097, -1.02176], [0.15414, 1.23415, 1.79170], [0.07636, 2.14559, -0.50675], [1.51834, 1.18814, 0.01656]],
  "atomic_forces_ev_per_a": [[1.90, -0.67, -1.27], [0.04, -0.12, 0.07], [1.77, 0.64, 0.96], [-7.28, 1.97, -3.85], [-1.60, -0.11, -0.17], [-0.09, -0.48, 0.05], [0.54, 0.01, -0.79], [1.01, 0.67, 0.51], [-2.20, 0.03, 1.28], [1.00, 0.56, 0.63], [-0.99, -0.49, 0.12], [1.18, -1.69, 0.82], [4.69, -0.33, 1.63]]
}

{
  "formula": "C35H58BrNO12",
  "method": "ωB97M-V with the def2-TZVPD basis set",
  "homo_energy_ev": -8.86,
  "orbital_gap_ev": 7.56,
  "mol_weight_g_mol": 764.75,
  "species": ["C", "C", "C", "C", "C", "N", "C", "C", "Br", "C", "C", "O", "O", "C", "C", "C", "O", "C", "C", "O", "C", "C", "C", "O", "O", "H", "H", "H", "H", "H", "H", "H", "H", "H", "H", "H", "H", "H", "H", "H", "H", "H", "H", "H", "H", "H", "H", "C", "C", "O", "C", "H", "H", "H", "H", "H", "H", "C", "C", "O", "C", "H", "H", "H", "H", "H", "H", "C", "C", "O", "C", "H", "H", "H", "H", "H", "H", "C", "C", "O", "C", "H", "H", "H", "H", "H", "H", "C", "C", "O", "C", "H", "H", "H", "H", "H", "H", "C", "C", "O", "C", "H", "H", "H", "H", "H", "H"],
  "coordinates": [[-0.86663, 5.36973, 1.09534], [0.23479, 4.52463, 1.75544], [-0.32752, 3.25497, 2.38958], [-0.55863, 2.14123, 1.33420], [0.63526, 1.21301, 1.19641], [-1.81983, 1.42156, 1.65695], [-1.80044, 0.45213, 2.59790], [-2.93185, -0.24083, 2.94774], [-2.77085, -1.57865, 4.26569], [-4.15020, 0.06793, 2.32148], [-5.47268, -0.57642, 2.63455], [-5.70994, -1.18087, 3.62992], [-6.42047, -0.37230, 1.68066], [-7.19112, 0.83774, 1.97212], [-7.68398, 1.43221, 0.65233], [-7.31833, 2.90301, 0.43523], [-8.50809, 3.72565, 0.46693], [-8.71163, 4.23988, 1.71195], [-8.27216, 5.66000, 1.95561], [-9.21934, 3.58892, 2.57837], [-4.13670, 1.05773, 1.36196], [-2.96607, 1.73890, 1.05245], [-3.08140, 2.86274, 0.01721], [-2.54087, 2.68858, -1.07932], [-3.76620, 3.80753, 0.46785], [-1.78268, 5.30016, 1.67410], [-0.56007, 6.41284, 1.07480], [-1.10594, 5.03893, 0.08755], [0.63601, 5.13624, 2.56296], [1.04334, 4.31644, 1.05624], [-1.30341, 3.48783, 2.81448], [0.31530, 2.86359, 3.18000], [-0.65837, 2.65923, 0.38720], [1.51855, 1.84331, 1.19579], [0.76936, 0.50632, 2.01091], [0.63705, 0.73239, 0.22604], [-0.88753, 0.20530, 3.11113], [-6.51460, 1.53161, 2.47413], [-7.99268, 0.61862, 2.67053], [-7.31535, 0.80487, -0.15640], [-8.76401, 1.33002, 0.63324], [-6.88757, 3.06017, -0.54790], [-6.59662, 3.27144, 1.16453], [-7.37709, 5.63837, 2.57046], [-8.08627, 6.16952, 1.01745], [-9.06636, 6.13669, 2.51890], [-5.04723, 1.32132, 0.86181], [4.02954, 0.10428, -2.54186], [3.42007, 0.05295, -1.16582], [2.89646, 1.03005, -0.66812], [3.48598, -1.26076, -0.44237], [3.91234, 1.10602, -2.95398], [5.09138, -0.13758, -2.48159], [3.52868, -0.61007, -3.19695], [4.52338, -1.55322, -0.30360], [2.96106, -2.02654, -1.01412], [3.01245, -1.15910, 0.53446], [7.45159, 1.80901, 1.56779], [6.48938, 1.49551, 0.44700], [6.08840, 0.37097, 0.25784], [6.05231, 2.64952, -0.42158], [7.68249, 0.89602, 2.11201], [8.37535, 2.22428, 1.16200], [7.00320, 2.52851, 2.25458], [6.91978, 3.09906, -0.90837], [5.54708, 3.40238, 0.18504], [5.36246, 2.29216, -1.18170], [2.01867, -0.58413, 6.08002], [1.76700, -1.26667, 4.75744], [2.01162, -0.71919, 3.70656], [1.18938, -2.65988, 4.80565], [2.43010, 0.40708, 5.90303], [1.08370, -0.48771, 6.63461], [2.72990, -1.16346, 6.67041], [0.21929, -2.63331, 5.30447], [1.85823, -3.33307, 5.34373], [1.05633, -3.03067, 3.79166], [4.20720, -5.62878, -2.65084], [4.72104, -4.73627, -1.54980], [4.97909, -3.57077, -1.74742], [4.89927, -5.35457, -0.18148], [4.12550, -5.06263, -3.56538], [4.89567, -6.46091, -2.80825], [3.22198, -6.01722, -2.38603], [5.61581, -6.17574, -0.23345], [3.94296, -5.73221, 0.18400], [5.27170, -4.60276, 0.51175], [-0.68668, 0.45304, -2.84005], [-0.62773, -1.01989, -3.14664], [0.36479, -1.68090, -2.93312], [-1.87214, -1.64280, -3.73576], [0.26712, 0.77342, -2.42365], [-0.88204, 1.01879, -3.75199], [-1.47495, 0.66196, -2.11419], [-2.11660, -1.16276, -4.68436], [-2.70996, -1.52600, -3.04680], [-1.69979, -2.70320, -3.90859], [2.98617, -6.96109, -7.52545], [2.86414, -5.82497, -6.53912], [3.42567, -5.85397, -5.46803], [2.00986, -4.65038, -6.94774], [3.62503, -7.73596, -7.10791], [2.00201, -7.38461, -7.73124], [3.42617, -6.60141, -8.45670], [0.98553, -4.97908, -7.12964], [2.40975, -4.19569, -7.85543], [2.00690, -3.90929, -6.15144]],
  "atomic_forces_ev_per_a": [[0.29, -0.25, -0.01], [-0.51, 0.41, 0.43], [-0.22, -0.59, -0.38], [0.94, 0.69, 0.52], [-0.13, 0.37, -0.05], [-0.08, -0.46, -0.18], [-0.34, -0.36, 0.37], [-0.20, 0.09, 0.09], [0.14, 0.09, -0.07], [0.07, 0.04, -0.41], [-0.47, -0.13, -0.13], [0.22, -0.25, 0.47], [0.05, 0.38, 0.08], [0.25, 0.11, -0.22], [-0.03, -0.29, 0.45], [-0.47, -0.24, -0.42], [0.53, 0.42, -0.06], [-0.21, 0.13, 0.44], [-0.29, -0.27, -0.48], [-0.09, -0.41, 0.20], [0.36, -0.42, 0.58], [-0.22, 0.32, -0.55], [-0.25, 1.04, -0.11], [0.08, -0.29, 0.21], [0.23, -0.64, -0.05], [-0.15, 0.08, 0.06], [-0.01, 0.08, -0.21], [-0.03, 0.02, -0.11], [0.30, -0.07, 0.05], [0.12, -0.11, 0.01], [0.01, 0.18, 0.27], [0.04, 0.02, 0.07], [-0.69, -0.29, -0.21], [0.13, 0.04, -0.03], [-0.02, -0.09, -0.04], [-0.06, -0.37, 0.02], [0.32, 0.25, -0.22], [-0.05, 0.15, 0.08], [-0.07, -0.26, -0.02], [0.19, 0.02, -0.07], [-0.14, 0.19, -0.16], [0.04, 0.03, -0.08], [0.10, 0.00, 0.05], [0.15, 0.05, 0.01], [0.11, 0.17, 0.01], [0.01, 0.20, 0.09], [0.01, 0.15, -0.26], [-0.07, 0.27, -0.04], [0.00, -0.06, 0.11], [0.16, 0.06, -0.19], [-0.30, 0.17, 0.32], [-0.02, 0.00, 0.01], [-0.03, -0.18, -0.02], [0.10, -0.12, 0.04], [0.01, -0.11, -0.17], [0.14, -0.03, -0.10], [0.00, 0.06, -0.01], [-0.03, -0.24, 0.04], [-0.05, 0.00, -0.01], [0.08, 0.02, -0.02], [-0.09, -0.20, -0.13], [-0.01, -0.01, -0.01], [-0.04, 0.14, 0.04], [0.08, 0.11, -0.06], [0.01, 0.11, 0.11], [0.10, 0.08, 0.00], [-0.03, 0.01, 0.03], [0.08, 0.18, -0.17], [0.03, -0.04, 0.02], [-0.11, 0.05, 0.01], [0.01, 0.05, -0.27], [0.00, -0.01, -0.01], [0.04, -0.12, 0.09], [-0.11, -0.06, 0.09], [0.06, -0.09, 0.13], [-0.08, 0.03, 0.14], [0.00, 0.01, 0.00], [0.15, 0.30, 0.26], [-0.02, -0.03, -0.04], [0.11, -0.11, -0.03], [0.09, 0.26, 0.06], [-0.01, 0.06, -0.06], [-0.11, -0.10, 0.06], [0.06, -0.14, 0.01], [-0.11, -0.11, 0.00], [0.04, -0.15, -0.04], [0.00, 0.01, -0.02], [0.29, -0.17, 0.14], [0.08, 0.07, 0.01], [-0.01, -0.03, 0.00], [0.16, -0.24, 0.01], [0.02, 0.01, -0.01], [-0.18, 0.04, 0.06], [-0.11, 0.16, -0.16], [-0.12, 0.09, 0.07], [-0.06, 0.13, -0.09], [0.01, 0.00, 0.01], [0.14, -0.09, 0.19], [0.01, 0.02, 0.05], [-0.10, -0.10, -0.32], [0.08, 0.09, 0.23], [0.00, 0.01, 0.01], [-0.01, 0.07, -0.14], [-0.14, 0.00, -0.07], [0.02, 0.00, -0.15], [-0.11, -0.07, -0.09], [0.01, -0.01, 0.01]]
}

{
  "formula": "C9H16Cl2Si",
  "method": "ωB97M-V with the def2-TZVPD basis set",
  "homo_energy_ev": [-8.11, -7.86],
  "orbital_gap_ev": [7.21, 8.07],
  "mol_weight_g_mol": 223.22,
  "de_lowest_kj_mol": 373.2,
  "species": ["C", "C", "C", "C", "C", "C", "C", "C", "C", "Si", "Cl", "Cl", "H", "H", "H", "H", "H", "H", "H", "H", "H", "H", "H", "H", "H", "H", "H", "H"],
  "coordinates": [[-0.15694, -1.52955, -0.39654], [-0.50318, -0.59443, 0.43656], [-1.11467, -2.70690, -0.58855], [-1.67047, -0.42273, 1.29609], [-2.50211, -2.37847, -0.04308], [-2.40943, -1.77912, 1.35624], [1.12010, -1.58548, -1.17333], [1.81003, 3.31764, -1.44209], [1.58260, 3.55226, 0.04581], [2.09840, 2.06743, 1.12283], [4.04838, 1.59713, 0.72384], [1.99532, 2.61589, 3.09531], [-1.17171, -2.95667, -1.65122], [-0.69505, -3.56997, -0.06104], [-1.37079, -0.11914, 2.30094], [-2.32793, 0.35354, 0.89308], [-2.99006, -1.66044, -0.70695], [-3.11276, -3.28408, -0.02095], [-1.85083, -2.45793, 2.00260], [-3.40373, -1.63622, 1.78274], [0.91549, -1.61033, -2.24459], [1.67365, -2.48959, -0.91719], [1.73501, -0.71605, -0.94437], [1.20282, 2.49038, -1.80194], [1.54890, 4.20874, -2.00979], [2.85384, 3.08134, -1.63738], [0.53370, 3.78622, 0.22247], [2.16142, 4.42651, 0.36050]],
  "atomic_forces_ev_per_a": [[0.06, -0.61, -0.42], [0.49, 0.66, 0.11], [-0.07, 0.32, 0.14], [-0.31, -0.09, 0.31], [0.04, -0.23, 0.10], [-0.05, 0.21, -0.17], [0.06, 0.19, 0.10], [0.05, -0.11, 0.02], [0.23, -0.13, 0.09], [-0.82, 0.21, -0.49], [0.37, -0.09, -0.13], [-0.06, 0.07, 0.29], [0.05, -0.05, 0.02], [-0.01, -0.08, -0.10], [-0.05, 0.08, 0.01], [-0.01, 0.01, 0.07], [-0.06, -0.02, -0.04], [-0.04, 0.04, -0.06], [-0.01, -0.03, 0.08], [0.02, -0.03, 0.06], [0.03, -0.01, -0.05], [0.08, -0.05, -0.03], [0.09, -0.04, -0.07], [-0.05, -0.08, -0.12], [-0.01, 0.01, -0.08], [0.07, -0.01, -0.11], [-0.09, -0.08, 0.22], [0.02, -0.09, 0.22]]
}